No. 1
Here is C18H19N3O3 in the gas phase in a non-equilibrium geometry from the Open Molecules 2025 dataset. Energies are from ωB97M-V/def2-TZVPD.

Structure (XYZ):
```
43
Properties=species:S:1:pos:R:3:forces:R:3:mulliken_charge:R:1
O 0.815526 3.395566 0.875664 0.18 0.04 0.15 -0.697
O 0.903837 0.241687 0.880607 -0.06 0.09 -0.07 0.062
O 1.014575 -2.286857 -1.031688 -0.25 -0.23 -0.14 -0.372
N 2.117685 -1.238327 1.932888 0.53 -0.61 -1.14 -0.167
N 1.573987 -0.418707 2.853442 -0.66 0.90 0.82 -0.820
N -0.872068 2.924903 -0.530412 -0.09 0.34 -0.42 0.321
C -0.158393 -5.695200 -0.742927 -0.01 0.04 -0.02 -0.449
C -1.827078 0.800695 -1.087014 -0.03 -0.37 -0.18 -1.046
C 0.930828 -3.562303 -0.525415 -0.08 -0.20 -0.05 0.933
C 1.711283 -0.835320 0.774655 0.31 -0.31 0.24 0.855
C -0.248374 2.843294 0.667209 -0.23 -0.06 0.28 0.711
C 0.066607 1.565196 2.781422 -0.07 0.27 -0.19 -0.810
C 0.591065 -6.188229 0.313203 0.03 -0.12 0.11 -0.539
C -2.093831 2.215427 -0.869379 -0.09 0.06 0.17 -1.737
C 0.008802 -4.391380 -1.162754 0.06 0.21 0.01 -0.433
C 0.860966 0.450981 2.213883 0.30 -0.35 0.47 0.562
C -0.962407 2.056951 1.764924 0.27 0.04 0.15 -0.710
C -0.880154 4.838851 -2.090733 0.13 -0.17 -0.04 -0.226
C 2.020849 -1.418427 -0.563769 0.09 0.25 0.07 -1.183
C 1.679298 -4.050053 0.536799 0.11 0.29 -0.10 -0.367
C 1.501776 -5.362379 0.945594 -0.05 -0.12 -0.05 -0.726
C -1.522660 -0.345046 -1.250788 -0.26 0.46 0.03 1.168
C -1.849209 5.464787 -1.450324 -0.08 0.10 -0.01 -0.776
C -0.196538 3.586275 -1.628114 0.24 0.10 0.03 -0.754
H 0.461828 -7.208432 0.641038 -0.01 -0.08 0.03 0.381
H 0.749710 2.386415 3.020428 -0.11 -0.09 0.02 0.274
H 2.055063 -0.606637 -1.296404 0.11 -0.15 0.10 0.356
H 2.085618 -5.734419 1.774020 0.05 -0.03 0.07 0.369
H 0.809846 3.840075 -1.276207 -0.14 -0.12 -0.15 0.449
H -1.250601 -1.349202 -1.392365 0.20 -0.57 -0.06 0.597
H -2.235825 5.107771 -0.510174 -0.05 -0.15 0.19 0.216
H -1.671748 2.727824 2.255983 -0.04 -0.03 -0.06 0.389
H -2.287508 6.370499 -1.831557 -0.03 0.18 -0.12 0.290
H -2.492917 2.658205 -1.786922 -0.02 0.03 0.22 0.449
H -0.399639 1.224017 3.705702 0.02 -0.02 -0.08 0.392
H -0.497330 5.226730 -3.025217 -0.02 0.13 -0.12 0.341
H -0.561160 -3.997309 -1.990410 -0.05 0.05 -0.10 0.371
H -1.502518 1.206211 1.351582 -0.10 0.08 0.03 0.369
H -0.874752 -6.328991 -1.244276 -0.05 -0.04 -0.05 0.368
H -2.845209 2.341280 -0.082474 0.04 0.03 -0.17 0.396
H -0.096436 2.885491 -2.466816 0.01 0.03 0.07 0.410
H 2.992022 -1.923717 -0.517533 -0.12 0.10 0.01 0.446
H 2.375184 -3.418197 1.064627 0.04 0.01 0.04 0.338
```
Positions in Å, forces in eV/Å.

Properties
HOMO   -8.75 eV
Multiplicity   1
Energy relative to the best compared isomer or geometry (same formula, charge and spin)   4.6097 eV
SMILES   C#CCN(CC=C)C(=O)CCc1nnc(COc2ccccc2)o1

=====

No. 2
Here is 2 unconnected molecules or ions with the total composition C4H5N3 in a non-equilibrium geometry from the Open Molecules 2025 dataset. Energies are from ωB97M-V/def2-TZVPD.

Structure (XYZ):
```
12
Properties=species:S:1:pos:R:3:forces:R:3:mulliken_charge:R:1
N -0.232328 -0.291992 -0.540854 -0.15 0.05 0.43 -0.138
N 2.682737 -1.919068 -1.612036 -1.08 0.80 0.78 -0.260
N 0.116631 1.912060 1.133683 1.34 0.24 0.97 -0.603
C -1.553246 0.321773 0.171825 0.39 -0.71 -0.65 -0.726
C 1.897259 -1.314083 -1.008788 0.30 -0.28 -0.50 -0.124
C 0.969136 -0.575923 -0.162945 -0.64 0.32 0.21 0.511
C 0.880779 1.389442 1.858889 -0.57 0.54 -0.56 -0.237
H -2.172512 -0.563726 0.112783 -0.42 -0.11 -0.33 0.338
H 1.318890 -0.213582 0.823942 -0.21 0.01 -0.01 0.272
H -1.586125 0.724678 1.197503 1.11 -0.67 -0.71 0.381
H -0.432456 -0.605601 -1.497191 -0.33 0.22 0.45 0.272
H -1.888766 1.136025 -0.476809 0.24 -0.41 -0.07 0.315
```
Positions in Å, forces in eV/Å.

Properties
HOMO   -8.98 eV
Multiplicity   1
Energy relative to the best compared isomer or geometry (same formula, charge and spin)   5.2843 eV

=====

No. 3
Here is a molecular structure, C28H49BrNOP3Pt in a non-equilibrium geometry from the Open Molecules 2025 dataset. Energies are from ωB97M-V/def2-TZVPD.

Structure (XYZ):
```
84
Properties=species:S:1:pos:R:3:forces:R:3:mulliken_charge:R:1
Pt -1.431115 2.544772 -2.313355 -0.39 -2.82 2.18 0.761
Br -3.189034 3.926134 -1.243283 -1.66 -0.33 0.02 -0.542
P -0.099474 2.051782 -0.232945 1.05 1.97 -0.45 0.629
P -0.640396 -2.894512 0.919932 -0.29 0.24 -0.13 1.044
P -4.059106 1.356021 1.445890 -0.71 -0.65 -0.24 0.671
O -1.422736 -1.626154 0.726288 0.17 0.02 0.03 -0.525
N 7.058254 -1.803187 -0.874819 0.16 0.04 0.10 -0.515
C -0.223970 4.762900 -0.867129 -1.01 0.05 -0.52 -1.056
C 0.722533 -0.942677 -3.320565 -1.27 0.59 1.35 -0.640
C -0.295021 -0.200443 -2.705475 1.10 -0.59 -1.69 0.177
C 3.122003 -0.654296 -3.877236 -1.17 0.34 -0.89 -0.581
C -3.336730 0.544272 2.882897 0.84 0.25 -0.09 0.247
C -6.649318 2.425906 2.146770 -0.52 -0.07 0.08 -1.076
C -6.171922 -0.032647 -0.116475 -0.07 0.03 0.03 -1.545
C -0.164358 1.164261 1.384718 -0.92 -1.00 -0.18 1.667
C -0.137290 3.805578 0.313584 0.06 -0.12 -0.10 -0.788
C -0.449306 1.100124 -3.202317 -0.18 2.23 2.12 -0.288
C 1.760146 -0.238640 -3.991746 0.36 -0.45 -1.37 0.093
C 3.502485 -1.762880 -3.150186 0.26 -0.19 -0.41 -0.332
C 4.758533 -1.832689 -2.471068 1.00 -0.11 0.56 0.789
C -1.095320 -3.780462 2.422464 0.05 -0.15 0.21 -1.338
C -4.686740 0.052908 0.270433 0.71 0.40 -0.66 -0.075
C 1.149156 -2.626202 1.011408 0.24 -0.06 0.06 -0.918
C -5.164873 2.720502 1.951806 0.51 0.65 -0.58 -0.512
C -4.473983 0.043401 3.764513 -0.20 -0.23 0.31 -1.314
C -0.889379 -4.051709 -0.438842 0.03 -0.25 -0.13 -1.078
C 2.677710 1.051786 0.149889 -0.06 -0.04 -0.08 -1.266
C 5.047656 -2.892286 -1.565011 -0.19 0.46 -0.32 -0.476
C 1.695658 1.851889 -0.718466 -0.20 -0.18 -0.60 0.659
C 5.702189 -0.773871 -2.558428 0.08 -0.27 0.51 -0.312
C 1.459803 1.020874 -4.604979 -0.88 1.01 0.71 -0.789
C -0.125120 1.953801 2.691580 0.14 0.35 0.09 -1.873
C 6.826203 -0.801249 -1.728598 -0.70 -0.54 -0.35 -0.475
C 0.373051 1.740562 -4.125831 1.15 -2.10 -1.05 -0.394
C 6.203946 -2.826752 -0.796305 -0.02 0.16 -0.25 -0.391
H -0.460163 1.315096 3.514892 0.06 -0.05 -0.20 0.529
H -4.079848 -0.325314 4.722576 -0.13 0.09 -0.30 0.418
H -5.190829 0.846036 3.974920 0.16 -0.26 0.09 0.298
H -2.174866 -3.657420 2.595029 0.34 -0.08 -0.08 0.347
H -1.953253 -4.039508 -0.718804 0.34 -0.05 0.10 0.344
H 2.883452 1.536899 1.114610 -0.13 -0.22 -0.23 0.315
H 3.826111 0.053347 -4.333188 -0.03 -0.37 0.61 0.490
H -2.669288 -0.261531 2.516579 -0.36 0.30 0.18 -0.149
H 0.593925 4.668288 -1.593170 0.16 0.37 0.51 0.262
H 1.526390 -2.231184 0.053522 -0.19 -0.11 0.31 -0.049
H 4.356274 -3.722372 -1.429646 0.11 0.15 -0.16 0.419
H -0.603207 -5.069683 -0.131640 -0.07 0.32 -0.23 0.439
H 1.671266 -3.571274 1.230667 -0.15 0.29 -0.06 0.499
H -0.863641 -4.852587 2.320512 -0.06 0.38 0.15 0.418
H -6.485481 0.812810 -0.738655 0.06 -0.10 0.22 0.398
H 0.889170 2.270859 2.954441 -0.16 0.10 -0.17 0.344
H 5.553288 0.081182 -3.213804 0.05 -0.25 0.12 0.283
H -0.287154 -3.748535 -1.309000 -0.23 -0.11 0.25 0.155
H 0.785648 3.966010 0.890858 -0.32 -0.02 0.09 0.471
H -5.003653 -0.777115 3.265509 0.03 0.15 0.19 0.333
H -4.726432 3.158132 2.864601 0.04 -0.15 -0.36 0.437
H 6.456425 -3.628750 -0.093619 -0.09 0.36 -0.25 0.364
H 0.768178 -2.018784 -3.223469 0.37 -0.01 0.55 0.674
H 2.069131 2.881701 -0.828188 -0.16 -0.27 -0.16 0.517
H -6.336815 -0.945724 -0.708087 0.16 0.29 0.21 0.401
H 2.066463 1.477213 -5.365625 0.77 -0.01 0.13 0.473
H -6.810150 -0.083475 0.769263 0.05 -0.18 -0.27 0.449
H -7.001589 1.669901 1.444411 -0.08 0.30 0.23 0.131
H -4.313783 -0.934730 0.621132 0.04 0.78 -0.01 0.378
H 3.627940 0.980582 -0.396272 -0.15 0.12 0.17 0.443
H 7.552450 0.004422 -1.766501 -0.02 -0.12 0.08 0.386
H -5.006267 3.454925 1.135108 -0.15 -0.22 0.42 0.364
H -1.173091 4.513806 -1.440022 1.91 1.00 0.81 0.159
H 2.831277 -2.631667 -3.102389 0.13 0.55 0.43 0.514
H -7.264145 3.330942 1.992068 0.46 -0.34 0.09 0.379
H -0.544443 -3.370134 3.283013 -0.23 -0.15 -0.25 0.371
H -0.893212 -0.498269 -1.856394 -0.29 -0.70 -0.32 0.613
H -0.421352 5.782847 -0.511585 0.59 -0.11 -0.25 0.397
H 0.664192 0.451080 1.395439 -0.26 0.04 -0.25 -0.219
H 1.378080 -1.906422 1.813686 -0.09 -0.26 -0.25 0.369
H -0.768916 2.833663 2.682164 0.06 -0.06 0.09 0.368
H 0.183261 2.779874 -4.311895 0.12 0.32 -0.78 0.446
H -6.826098 2.072837 3.166701 -0.11 -0.02 -0.22 0.317
H 2.351291 0.015068 0.311655 0.03 0.31 0.04 0.107
H -1.062638 0.549158 1.337514 0.08 -0.16 0.13 -0.974
H 1.649559 1.396597 -1.717323 0.28 0.24 0.18 -0.612
H -4.088829 0.333921 -0.638986 -0.42 -0.53 0.55 0.161
H -2.707056 1.306242 3.381821 -0.35 -0.40 -0.06 0.162
H -1.014445 3.899713 0.978055 0.38 0.21 -0.36 0.220
```
Positions in Å, forces in eV/Å.

Properties
HOMO (alpha / beta)   -13.35 / -13.42 eV
Multiplicity   3
Charge   +2
Energy relative to the best compared isomer or geometry (same formula, charge and spin)   2.1429 eV

=====

No. 4
Here is a molecular structure, CHBrN2 in a non-equilibrium geometry from the Open Molecules 2025 dataset. Energies are from ωB97M-V/def2-TZVPD.

Structure (XYZ):
```
5
Properties=species:S:1:pos:R:3:forces:R:3:mulliken_charge:R:1
Br 1.428453 -1.212532 1.507845 -0.88 0.93 -0.93 -0.114
N -1.532298 -1.242252 0.318265 2.53 2.41 0.70 -0.168
N -0.613455 -1.730924 -0.253525 -0.09 -1.79 -2.33 -0.045
C 0.196210 -0.583368 0.113436 -0.94 -0.73 2.63 -0.071
H 0.286400 0.450316 -0.237167 -0.61 -0.82 -0.07 0.398
```
Positions in Å, forces in eV/Å.

Properties
HOMO (alpha / beta)   -9.02 / -9.02 eV
Multiplicity   1
Energy relative to the best compared isomer or geometry (same formula, charge and spin)   2.0530 eV

=====

No. 5
Here is C7H6O in the gas phase in a non-equilibrium geometry from the Open Molecules 2025 dataset. Energies are from ωB97M-V/def2-TZVPD.

Structure (XYZ):
```
14
Properties=species:S:1:pos:R:3:forces:R:3:mulliken_charge:R:1
O 2.368491 -0.140955 -0.049334 6.99 1.46 0.22 -0.484
C -2.477663 0.249183 -0.120295 -3.84 0.85 3.10 -0.562
C -1.168983 0.025036 -0.244165 -1.37 0.46 1.57 0.662
C 0.092229 0.798982 -0.250870 1.91 0.24 0.96 -0.055
C -0.813442 -1.317695 0.150459 3.55 1.46 -1.40 -0.476
C 0.406841 2.014054 0.234403 0.27 1.26 -0.68 -0.652
C 1.246014 -0.303525 -0.107535 -6.57 1.12 -1.26 0.547
C 0.520717 -1.494008 0.078477 -3.01 -2.17 0.49 -0.779
H -3.083951 1.290863 -0.020038 1.82 -2.51 -0.86 0.244
H 0.811683 -2.485909 0.197577 1.58 -1.27 0.45 0.461
H -0.391440 2.772747 0.424902 0.73 -0.67 -0.15 0.259
H -1.476592 -2.025892 0.476690 -1.69 -1.63 0.35 0.435
H -3.147261 -0.680421 0.509826 1.92 2.80 -2.57 0.161
H 1.505360 2.424091 0.362868 -2.30 -1.40 -0.22 0.241
```
Positions in Å, forces in eV/Å.

Properties
HOMO   -9.17 eV
Multiplicity   1
Energy relative to the best compared isomer or geometry (same formula, charge and spin)   2.5666 eV
SMILES   C=C1C=CC(=O)C1=C

=====

No. 6
Here is 2 unconnected molecules or ions with the total composition C5H10O in a non-equilibrium geometry from the Open Molecules 2025 dataset. Energies are from ωB97M-V/def2-TZVPD.

Structure (XYZ):
```
16
Properties=species:S:1:pos:R:3:forces:R:3:mulliken_charge:R:1
O 2.245932 4.990260 1.601847 -0.10 0.01 -0.67 -0.642
C 1.418768 0.024565 0.156554 2.30 2.49 -0.86 -0.746
C 0.303481 -0.621379 0.375248 -2.20 3.64 0.89 -0.104
C -2.641746 -1.420108 -0.971252 -1.91 -0.81 0.88 -0.536
C -1.519341 -2.199207 -0.557162 0.01 1.21 0.43 0.013
C -0.053060 -1.789037 -0.424751 -0.84 -2.26 -0.76 -0.133
H 0.371545 -1.825375 -1.469962 -0.62 0.64 0.52 0.405
H 1.541738 4.711759 0.986801 0.57 0.37 0.36 0.313
H 1.640960 1.055019 0.606785 -0.39 -1.90 -0.27 0.233
H 2.845309 5.558873 1.083415 -0.48 -0.38 0.29 0.331
H 2.173235 -0.240677 -0.640391 -0.88 -0.12 1.09 0.233
H 0.517197 -2.594779 0.016287 -0.42 -0.85 0.23 0.358
H -2.993145 -0.758533 -0.085584 0.99 -0.08 -1.62 0.350
H -1.771972 -3.146606 -0.053269 0.01 -0.41 -1.11 0.373
H -3.605744 -1.731117 -1.634788 2.62 0.28 1.57 0.351
H -0.473159 -0.013662 1.010217 1.33 -1.84 -0.97 0.203
```
Positions in Å, forces in eV/Å.

Properties
HOMO (alpha / beta)   -13.49 / -13.49 eV
Multiplicity   2
Charge   +1
Energy relative to the best compared isomer or geometry (same formula, charge and spin)   3.1504 eV

=====

No. 7
Here is 2 unconnected molecules or ions with the total composition C4H13NO in a non-equilibrium geometry from the Open Molecules 2025 dataset. Energies are from ωB97M-V/def2-TZVPD.

Structure (XYZ):
```
19
Properties=species:S:1:pos:R:3:forces:R:3:mulliken_charge:R:1
O 2.282048 0.788408 3.716856 0.09 -0.16 -0.20 -0.623
N -1.009918 -0.625425 0.638918 1.63 -0.38 -0.88 -0.156
C 0.217923 -0.131477 -1.365133 0.11 -0.09 0.43 -0.357
C 1.539087 0.099991 -0.658700 0.70 -0.50 -0.13 -1.190
C -2.359791 0.115705 -1.262089 -0.51 -0.60 -0.29 -1.422
C -1.077706 0.235271 -0.482135 -0.35 0.91 0.92 0.190
H 3.065467 0.291223 3.985419 -0.02 0.19 0.04 0.338
H 1.652126 0.103256 3.482414 -0.07 -0.07 0.18 0.291
H -0.286756 -0.391082 1.322516 -0.44 0.14 0.20 0.276
H 0.063575 0.509103 -2.234403 -0.07 -0.09 -0.04 0.359
H 1.532843 0.710592 0.240709 -0.25 0.20 0.03 0.379
H -2.454973 0.847341 -2.062842 0.28 0.05 0.13 0.384
H 1.994930 -0.859963 -0.410796 -0.10 0.00 0.28 0.335
H -2.460082 -0.874590 -1.701752 0.16 -0.14 -0.21 0.365
H 0.122497 -1.184617 -1.612120 -0.15 0.01 -0.47 0.387
H 2.270992 0.545613 -1.324465 -0.09 0.28 -0.19 0.326
H -3.224440 0.204892 -0.612031 0.00 0.31 0.21 0.394
H -0.980251 -1.627948 0.438775 -0.79 -0.05 0.21 0.356
H -0.887577 1.243708 -0.099132 -0.14 -0.01 -0.22 0.367
```
Positions in Å, forces in eV/Å.

Properties
HOMO (alpha / beta)   -14.59 / -14.59 eV
Multiplicity   2
Charge   +1
Energy relative to the best compared isomer or geometry (same formula, charge and spin)   0.5704 eV

=====

The highest multiplicity belongs to which entry?
C28H49BrNOP3Pt